[1]
An isolated ion of composition C6H16N3 and charge +1 in a non-equilibrium geometry, computed with ωB97M-V/def2-TZVPD.

Geometry as XYZ:
```
25
C6H16N3 (ωB97M-V/def2-TZVPD)
C 2.8295 0.3108 0.6814
N 1.4870 0.7171 0.1700
C 0.4008 -0.0212 -0.1838
N -0.5292 0.7858 -0.8665
C -0.0082 1.5253 -2.0718
C -1.8586 0.2098 -1.0054
C -1.8552 -0.9343 0.1078
N -0.7696 -0.4722 1.0016
C -0.2490 -1.4981 1.9856
H 2.8532 -0.8522 0.5733
H 3.4924 0.7909 -0.0906
H 3.0606 0.5246 1.7471
H 1.2359 1.6580 -0.0150
H 0.5337 -0.9862 -0.6359
H 0.6399 2.2719 -1.5861
H 0.4049 0.9127 -2.9828
H -0.9947 2.0088 -2.3231
H -1.9955 -0.3839 -1.9569
H -2.7449 0.7799 -0.8274
H -2.7668 -0.8765 0.6356
H -1.7121 -1.8117 -0.3745
H -1.0037 0.2777 1.5962
H 0.3622 -2.0310 1.3967
H 0.3470 -0.9397 2.7495
H -1.1599 -1.9664 2.2752
```

SMILES	CN[C@@H]1N(C)CC[N@H+]1C
net charge	+1
lowest unoccupied orbital energy	-0.092	hartree
maximum force	5.020	eV Å⁻¹
gap between HOMO and LUMO	10.58	eV
relative energy (zero: lowest compared OMol25 entry of this formula, charge and spin)	1.781	eV

***

[2]
An isolated ion of composition C6H16N3 and charge +1 in a non-equilibrium geometry, computed with ωB97M-V/def2-TZVPD.

Geometry as XYZ:
```
25
C6H16N3 (ωB97M-V/def2-TZVPD)
C -3.5220 0.8946 -0.0270
N -2.8578 -0.0454 0.5851
C -1.9371 -0.7518 -0.3287
N -0.6709 -1.2742 0.0720
N 0.2358 -0.4606 0.7031
C 1.4043 0.0182 -0.0021
C 2.4923 -1.0645 0.0203
C 1.1984 0.4506 -1.3566
C 1.7823 1.2469 0.7535
H -3.6211 0.9457 -1.0706
H -3.9363 1.6664 0.5339
H -2.7571 -0.0563 1.5729
H -2.4087 -1.6113 -0.7803
H -1.7849 0.0777 -1.1050
H -0.8521 -1.9692 0.7309
H 0.4225 -0.6888 1.7054
H 2.2120 -2.0551 -0.3731
H 3.3480 -0.6255 -0.3749
H 2.6493 -1.2373 1.1696
H 0.8865 -0.2471 -2.1164
H 1.9605 0.9116 -2.0012
H 0.2793 1.0972 -1.2875
H 2.8015 1.5018 0.5940
H 1.1337 2.1915 0.4805
H 1.5414 1.0849 1.9022
```

SMILES	C=[NH+]CNNC(C)(C)C
net charge	+1
lowest unoccupied orbital energy	-0.208	hartree
maximum force	5.054	eV Å⁻¹
gap between HOMO and LUMO	6.38	eV
relative energy (zero: lowest compared OMol25 entry of this formula, charge and spin)	3.400	eV

***

[3]
C6H16N4O as an isolated structure in a non-equilibrium geometry, computed with ωB97M-V/def2-TZVPD.

Geometry as XYZ:
```
27
C6H16N4O (ωB97M-V/def2-TZVPD)
C -2.3158 2.3147 0.1626
C -0.4680 1.1448 0.9571
C 1.4939 -0.3261 1.0278
C 1.3398 -0.6046 -0.3891
C -0.5754 -1.9222 -0.4956
C 0.7524 -2.2508 -2.3010
H -1.7374 2.6825 -0.8271
H -2.5687 3.0758 0.9583
H -3.2201 2.0386 -0.1901
H -0.0176 3.1572 0.4399
H 0.3355 1.3830 2.5823
H -0.4674 -0.6266 1.2351
H 2.1508 0.3965 1.4076
H 1.4805 -1.2863 1.8369
H 2.3201 -0.2176 -0.9186
H 0.5548 0.0305 -1.1253
H -0.7587 -0.9505 0.6779
H -0.9582 -1.2554 -1.7484
H -0.8972 -3.2539 -0.0331
H 1.1878 -3.4486 -2.3073
H 1.7632 -1.8971 -2.8134
H -0.3157 -1.7792 -2.5569
N -1.6005 1.0313 0.4369
N 0.3786 2.2364 0.9090
N 0.2585 0.1032 1.5944
N 0.8737 -1.9693 -0.9178
O 1.0109 2.1940 2.3979
```

lowest unoccupied orbital energy	0.024	hartree
maximum force	12.951	eV Å⁻¹
gap between HOMO and LUMO	9.49	eV
relative energy (zero: lowest compared OMol25 entry of this formula, charge and spin)	12.455	eV

***

[4]
A 3-piece molecular cluster, C6H16NO overall in a non-equilibrium geometry, computed with ωB97M-V/def2-TZVPD.

Geometry as XYZ:
```
24
C6H16NO (ωB97M-V/def2-TZVPD)
C -1.7534 -1.8544 1.6218
C -1.1386 -0.8385 0.5658
C 0.4321 -1.1829 0.4478
C 1.2184 -0.4101 -0.5952
C 2.8218 1.2900 0.3615
C 1.5969 0.9169 -0.0652
N -1.6276 -0.8565 -0.8273
H -1.0266 -2.0541 2.4365
H -2.7474 -1.5889 1.9879
H -1.9122 -2.8152 1.1271
H -1.2791 0.2656 0.7473
H 0.8574 -1.0425 1.4254
H 0.3675 -2.2724 0.3048
H 0.4402 -0.3434 -1.4417
H 2.1269 -1.0002 -0.8902
H 3.5950 0.5268 0.4181
H 3.0512 2.3357 0.4998
H 1.9006 4.9480 -0.8295
H -1.6001 0.7869 -1.3074
H 0.8098 1.6066 -0.1795
H -2.4539 -1.4495 -0.8158
H -1.5729 2.3180 -1.8775
H 1.7229 4.7955 -0.1328
O -1.2437 1.6816 -1.2126
```

net charge	+1
lowest unoccupied orbital energy	-0.334	hartree
maximum force	4.777	eV Å⁻¹
gap between HOMO and LUMO	4.15	eV
relative energy (zero: lowest compared OMol25 entry of this formula, charge and spin)	7.925	eV

***

[5]
An isolated ion of composition C6H16NO and charge +2 in a non-equilibrium geometry, computed with ωB97M-V/def2-TZVPD.

Geometry as XYZ:
```
24
C6H16NO (ωB97M-V/def2-TZVPD)
C 1.5136 1.4856 1.1077
O 1.3075 2.0352 2.3716
C 0.5038 0.2739 0.9222
C -0.1901 0.3636 -0.4054
C -0.8780 -0.9173 -1.1396
C 0.0534 -2.0796 -1.0044
C -1.2547 -0.5482 -2.4903
N -0.5390 0.4168 2.0733
H 1.2369 2.3015 0.4024
H 2.5242 1.1958 0.8352
H 1.8789 2.7791 2.6011
H 1.0513 -0.6380 1.1094
H 0.6911 0.4746 -1.0778
H -0.9391 1.1611 -0.4000
H -1.6320 -1.1701 -0.4064
H -0.2936 -3.0729 -1.3854
H 1.0773 -1.9057 -1.3699
H 0.0163 -2.4210 0.0470
H -0.4184 -0.2820 -3.1944
H -1.6920 -1.3416 -3.1269
H -1.8850 0.3538 -2.5634
H -0.4763 -0.4260 2.6474
H -0.2208 1.2152 2.7228
H -1.4353 0.7462 1.7239
```

net charge	+2
multiplicity	2
lowest unoccupied orbital energy (spin up / spin down)	-0.252 / -0.513	hartree
maximum force	3.254	eV Å⁻¹
gap between HOMO and LUMO (spin up / spin down)	11.99 / 4.85	eV
relative energy (zero: lowest compared OMol25 entry of this formula, charge and spin)	3.064	eV

***

[6]
An isolated ion of composition C6H16NO and charge +2 in a non-equilibrium geometry, computed with ωB97M-V/def2-TZVPD.

Geometry as XYZ:
```
24
C6H16NO (ωB97M-V/def2-TZVPD)
C -1.4637 -1.1679 1.2751
O -1.2838 -1.7156 2.5431
C -0.1485 -0.3477 0.8953
C -0.1276 0.2376 -0.4969
C 0.1421 -0.9494 -1.4628
C 0.7310 1.5337 -0.6116
C 0.2417 2.5383 -1.7043
N 1.1571 -1.1207 1.3547
H -2.3593 -0.5659 1.2124
H -1.6428 -2.0274 0.4151
H -2.0249 -1.3445 3.1253
H -0.0576 0.5106 1.5787
H -1.2015 0.6203 -0.7284
H 0.9051 -0.8529 -2.2292
H 0.5209 -1.9292 -1.1254
H -0.9237 -1.2890 -1.8611
H 1.0466 2.0568 0.3031
H 1.7361 1.1786 -0.9631
H 1.0343 3.0991 -2.0144
H -0.4543 3.3557 -1.3668
H -0.1197 2.1301 -2.5093
H 1.1336 -1.2272 2.4053
H 1.9498 -0.5957 1.0863
H 1.2090 -2.1278 0.8788
```

net charge	+2
multiplicity	2
lowest unoccupied orbital energy (spin up / spin down)	-0.269 / -0.527	hartree
maximum force	6.210	eV Å⁻¹
gap between HOMO and LUMO (spin up / spin down)	12.16 / 4.44	eV
relative energy (zero: lowest compared OMol25 entry of this formula, charge and spin)	4.331	eV

***

[7]
A 2-piece molecular cluster, C6H16NO2PS2 overall in a non-equilibrium geometry, computed with ωB97M-V/def2-TZVPD.

Geometry as XYZ:
```
28
C6H16NO2PS2 (ωB97M-V/def2-TZVPD)
C 2.6164 -1.0375 1.4589
C 2.2410 0.6562 -0.3302
C 1.8806 1.2598 2.0138
C -3.8939 -0.0946 -1.9969
C 0.1671 2.2064 -3.2046
C 1.6814 0.1308 0.9825
N 0.3502 -0.2292 0.8271
O -3.0303 0.9688 -1.7384
O -1.1138 1.9138 -2.6349
P -1.4214 0.8405 -1.5236
S -0.6738 -0.8667 -2.0824
S -1.0382 1.7234 0.3603
H 3.5442 -0.4046 1.9267
H 1.9999 -1.4988 2.2783
H 2.9819 -1.6678 0.6385
H 2.0010 1.7559 -0.5253
H 1.8923 0.1013 -1.1348
H 3.3644 0.7109 -0.3488
H 2.8688 1.5037 1.8951
H 1.2057 2.0142 1.7955
H 1.7499 0.9172 3.0060
H -4.0542 -0.2099 -3.0473
H -4.8020 0.2953 -1.6106
H -3.5605 -1.1574 -1.6589
H 0.0956 2.3958 -4.2524
H 0.7525 1.2577 -3.0313
H 0.7241 2.9834 -2.7003
H -0.1513 -0.4721 1.7428
```

lowest unoccupied orbital energy	-0.066	hartree
maximum force	3.719	eV Å⁻¹
gap between HOMO and LUMO	6.73	eV
relative energy (zero: lowest compared OMol25 entry of this formula, charge and spin)	1.532	eV

***

[8]
A 3-piece molecular cluster, C6H16O2 overall in a non-equilibrium geometry, computed with ωB97M-V/def2-TZVPD.

Geometry as XYZ:
```
24
C6H16O2 (ωB97M-V/def2-TZVPD)
C -0.7911 1.3355 0.3518
C -0.2504 0.2483 -0.1883
C 0.2908 -0.9077 0.6142
C -0.0617 -0.9737 2.0866
C -0.1292 0.1452 -1.6923
C 1.1351 0.8388 -2.2149
H -0.8888 1.4056 1.4346
H -1.2463 2.1562 -0.1788
H 1.3746 -0.9450 0.4750
H -0.0379 -1.7921 0.0584
H 0.6634 -0.4364 2.6702
H -0.2104 -2.0000 2.4175
H -0.9904 -0.4466 2.3247
H -1.0499 0.4905 -2.1790
H -0.1315 -0.9130 -1.9922
H 1.2784 1.8239 -1.7837
H 1.0736 0.9855 -3.3004
H 1.9589 0.1390 -2.0965
O 2.5694 0.9937 1.9851
H 1.8551 1.4880 2.3873
H 2.4051 0.8654 1.0456
O -2.6448 -1.7226 -0.6001
H -3.4955 -1.5256 -0.1792
H -2.6764 -1.2529 -1.4456
```

SMILES	C=C(CC)CC.O.O
lowest unoccupied orbital energy	0.024	hartree
maximum force	1.305	eV Å⁻¹
gap between HOMO and LUMO	9.91	eV
relative energy (zero: lowest compared OMol25 entry of this formula, charge and spin)	0.844	eV

***

[9]
A 3-piece molecular cluster, C6H16O2 overall in a non-equilibrium geometry, computed with ωB97M-V/def2-TZVPD.

Geometry as XYZ:
```
24
C6H16O2 (ωB97M-V/def2-TZVPD)
C 0.5898 -1.0332 2.5070
C 0.5117 -0.8092 1.0392
C -0.5943 -0.4701 0.3947
C -0.6195 -0.0429 -1.0624
C 0.0891 -0.9998 -2.0396
C -0.8652 -1.9302 -2.7641
H 0.9058 -2.0061 2.8737
H -0.3897 -0.8410 2.9748
H 1.2297 -0.2611 2.9334
H 1.4655 -0.7837 0.5286
H -1.5171 -0.3707 0.9581
H -1.6420 0.0582 -1.4136
H -0.1706 0.9477 -1.1230
H 0.6674 -0.4114 -2.7531
H 0.8547 -1.5739 -1.5235
H -1.3395 -2.6269 -2.0789
H -0.3131 -2.5650 -3.4753
H -1.6309 -1.4282 -3.3652
O -1.1209 2.4758 1.2619
H -1.7893 2.4206 0.5673
H -0.9490 3.4233 1.3173
O 2.0827 2.9275 1.7811
H 1.5945 3.2343 1.0117
H 2.9501 2.6660 1.4500
```

SMILES	C/C=C/CCC.O.O
lowest unoccupied orbital energy	0.021	hartree
maximum force	1.368	eV Å⁻¹
gap between HOMO and LUMO	9.40	eV
relative energy (zero: lowest compared OMol25 entry of this formula, charge and spin)	0.901	eV

***

[10]
An isolated ion of composition C6H16O4P3 and charge +1 in a non-equilibrium geometry, computed with ωB97M-V/def2-TZVPD.

Geometry as XYZ:
```
29
C6H16O4P3 (ωB97M-V/def2-TZVPD)
C 0.5327 3.1439 -0.6877
C 0.1401 2.2539 0.5072
P 1.3558 0.8748 0.7445
C 2.2321 0.6536 -0.8689
P 0.2966 -0.9890 1.1272
O 0.9008 -1.5255 2.5107
C -1.4849 -0.7994 1.3879
C -2.1353 -0.3692 0.0717
C -2.9992 -1.5134 -0.6255
O -1.6111 -0.8480 -1.0435
P 0.7785 -2.7098 -0.2602
O 0.9878 -1.9940 -1.6864
O 2.3005 -2.9962 0.2180
H 1.5807 3.4242 -0.6068
H 0.3339 2.6596 -1.6371
H -0.0311 4.0723 -0.6537
H 0.1234 2.9034 1.3778
H -0.8808 1.9231 0.3249
H 1.5129 0.6324 -1.6801
H 2.6831 -0.3358 -0.8366
H 2.9825 1.4237 -0.9831
H 0.5059 -1.0870 3.2754
H -1.9155 -1.7710 1.6065
H -1.7268 -0.0461 2.1366
H -2.5460 0.6360 0.0145
H -3.8162 -0.7369 -0.7531
H -3.1655 -1.8798 -1.6421
H 0.4882 -2.5109 -2.3291
H 2.5767 -2.4891 0.9910
```

net charge	+1
lowest unoccupied orbital energy	-0.126	hartree
maximum force	2.673	eV Å⁻¹
gap between HOMO and LUMO	8.84	eV
relative energy (zero: lowest compared OMol25 entry of this formula, charge and spin)	0.000	eV

***

[11]
A 2-piece molecular cluster, C6H16OP2 overall in a non-equilibrium geometry, computed with ωB97M-V/def2-TZVPD.

Geometry as XYZ:
```
25
C6H16OP2 (ωB97M-V/def2-TZVPD)
C 2.7298 -1.1811 0.6730
C 2.6101 -0.4764 -0.6839
O 3.5702 -0.3100 -1.3857
P 0.9528 0.1807 -1.2241
C 1.5101 0.8874 -2.8822
C 0.2458 -1.4150 -2.0608
H 3.7355 -0.8316 0.9176
H 2.0218 -0.6618 1.4856
H 2.5824 -2.2330 0.6453
H 2.5400 1.2450 -3.0351
H 0.8904 1.7372 -2.7612
H 1.1594 0.2423 -3.6696
H 1.1193 -1.9643 -2.3166
H -0.2882 -1.2882 -2.9917
H -0.4390 -1.9293 -1.3462
C -3.6781 1.2382 1.3313
P -2.2668 0.0442 1.3384
C -1.1547 0.7361 2.6974
H -4.4611 0.8763 0.6302
H -3.4575 2.1949 1.0343
H -4.1807 1.1674 2.3240
H -2.7647 -0.8842 2.3384
H -0.7980 1.7160 2.3902
H -0.4201 0.0424 2.8854
H -1.7588 0.8669 3.6661
```

SMILES	CC(=O)P(C)C.CPC
lowest unoccupied orbital energy	0.032	hartree
maximum force	3.948	eV Å⁻¹
gap between HOMO and LUMO	9.32	eV
relative energy (zero: lowest compared OMol25 entry of this formula, charge and spin)	0.000	eV

***

[12]
One molecule with the formula C6H16SSi in a non-equilibrium geometry, computed with ωB97M-V/def2-TZVPD.

Geometry as XYZ:
```
24
C6H16SSi (ωB97M-V/def2-TZVPD)
C 0.8100 3.4813 2.8382
C 1.2263 2.1910 2.1128
C 0.1537 1.6531 1.1191
Si 0.4768 0.0171 0.3232
S -1.2003 -0.3443 -0.9237
C -0.5723 -1.7459 -2.0318
C -0.0111 -2.9406 -1.2985
C -1.8624 -2.1322 -2.8625
H 0.2054 3.2385 3.7640
H 1.6433 3.9220 3.1800
H 0.1789 4.2517 2.2793
H 2.1552 2.3594 1.5724
H 1.4948 1.3857 2.8282
H 0.2247 2.3574 0.1870
H -0.8931 1.6818 1.2684
H 0.1022 -1.2539 1.1715
H 1.6752 -0.4580 -0.5685
H 0.2279 -1.3772 -2.6282
H -0.5732 -3.5359 -0.5703
H 0.3114 -3.5731 -2.0413
H 0.7043 -2.4705 -0.7394
H -1.7848 -1.8503 -3.8622
H -2.6422 -1.6647 -2.3118
H -2.0507 -3.1925 -2.8060
```

SMILES	CCC[SiH2]SC(C)C
lowest unoccupied orbital energy	0.031	hartree
maximum force	4.195	eV Å⁻¹
gap between HOMO and LUMO	9.28	eV
relative energy (zero: lowest compared OMol25 entry of this formula, charge and spin)	0.937	eV